A cluster of 3 separate species, C21H34F14N3O9P2S in total in a non-equilibrium geometry. Source: OMol25; level of theory: ωB97M-V/def2-TZVPD.

ORCA input file:
```
! RIJCOSX wB97M-V def2-TZVPD def2/J DEFGRID3
* xyz 1 1
S 3.579 -4.833 -2.186
P 4.590 6.565 5.049
P 0.219 2.585 2.817
F 0.979 -2.711 -5.811
F -0.556 -0.789 -4.526
F 4.514 -4.809 -0.750
F -0.562 -1.869 -2.400
F 3.624 -4.218 -4.841
F 2.128 -1.876 -3.900
F 4.699 -3.678 -2.856
F 2.682 -6.324 -4.257
F -4.364 -5.653 0.446
F 0.311 -4.758 -2.742
F 0.569 -5.082 -5.070
F 4.641 -6.093 -2.773
F 2.610 -6.047 -1.471
F 2.674 -3.535 -1.554
O -2.192 -4.614 0.933
O 1.534 2.101 3.617
O 0.249 3.995 2.324
O -0.043 1.460 1.696
O -0.968 2.256 3.858
O 4.508 7.346 6.459
O 5.931 5.678 5.124
O 4.448 7.420 3.832
O 3.463 5.424 5.211
N -3.686 -2.100 -2.880
N -5.454 -0.185 -3.340
N -6.112 -2.632 -3.184
C -2.580 0.506 -0.907
C 2.718 -4.875 -3.826
C -5.545 -5.212 -3.620
C -4.459 0.952 -3.271
C -2.926 -4.376 -1.565
C 1.042 0.836 1.054
C 2.793 2.600 3.212
C -4.074 -3.325 -2.079
C -0.488 -2.140 -3.853
C 1.005 -2.749 -4.300
C 1.185 -4.343 -3.899
C -3.508 0.929 -1.906
C -3.156 -4.880 0.013
C 7.074 6.177 5.776
C -1.064 3.054 5.017
C 2.112 5.830 5.202
C -5.535 -3.923 -2.608
C 5.043 8.652 6.540
C -1.746 -3.004 -4.463
C -5.077 -1.494 -3.164
C -3.215 -2.294 -4.302
H -4.073 -2.817 -4.942
H -1.771 -4.138 -4.093
H -2.910 -5.362 -2.203
H -6.487 0.010 -3.508
H -1.417 4.052 4.754
H -1.547 -3.084 -5.637
H 6.870 6.292 6.844
H 1.498 4.981 5.511
H -1.840 -3.934 -1.591
H -3.114 -1.201 -4.771
H 0.651 0.154 0.295
H 1.611 0.246 1.777
H 5.084 9.145 5.566
H -5.105 1.951 -3.179
H -4.417 -2.828 -1.049
H -1.776 0.013 -0.175
H 4.410 9.247 7.204
H -6.160 -4.289 -1.676
H -1.783 2.587 5.695
H -6.787 -2.281 -2.441
H 7.882 5.451 5.664
H 1.688 1.572 0.571
H 3.411 2.749 4.101
H -0.097 3.118 5.522
H -5.689 -4.843 -4.728
H 7.388 7.128 5.343
H -4.616 -5.904 -3.454
H 1.821 6.134 4.196
H 3.286 1.868 2.568
H 6.047 8.610 6.967
H 2.711 3.551 2.682
H 1.952 6.652 5.904
H -6.504 -5.861 -3.329
H -3.828 1.084 -4.266
*
```

**HOMO energy**: -11.68 eV
**Kohn-Sham gap**: 7.23 eV



A structure of composition C5H8N2. Source: OMol25; level of theory: ωB97M-V/def2-TZVPD.

ORCA input file:
```
! RIJCOSX wB97M-V def2-TZVPD def2/J DEFGRID3
* xyz 0 1
N 0.847 1.876 -0.686
N 2.526 -1.367 0.696
C -0.372 1.519 -0.540
C 1.491 -1.102 -0.125
C 0.274 -0.649 0.122
C -2.212 -0.155 0.145
C -0.758 0.183 -0.067
H 0.895 2.831 -1.039
H 0.471 -1.906 -0.278
H -2.341 -0.943 0.894
H -1.218 2.192 -0.748
H 2.600 -0.877 1.579
H 3.405 -1.592 0.259
H -2.694 -0.498 -0.781
H -2.771 0.722 0.492
*
```

**HOMO energy**: -7.67 eV
**Kohn-Sham gap**: 8.34 eV
**ΔE to the lowest compared entry with this formula, charge and spin**: 422.34 kJ/mol



A structure of composition C35H35N4O3PPd. Source: OMol25; level of theory: ωB97M-V/def2-TZVPD.

ORCA input file:
```
! RIJCOSX wB97M-V def2-TZVPD def2/J DEFGRID3
* xyz 3 2
Pd -0.489 -0.032 0.519
P 1.685 -0.022 -0.188
O -2.087 -5.045 -3.934
O -2.048 1.340 -0.096
O 1.063 1.112 4.178
N 0.136 0.873 2.187
N -1.335 -1.316 -0.860
N -3.986 -5.292 -2.720
N -2.208 2.485 -0.756
C 2.538 3.783 -2.545
C -2.877 -3.135 -0.971
C 1.942 -1.539 -1.067
C -2.718 4.803 -2.099
C -3.301 0.781 3.915
C 1.402 3.706 -1.750
C 3.403 2.699 -2.634
C -2.107 3.657 -0.096
C -1.455 -2.650 -2.823
C 2.542 0.341 2.518
C 1.975 1.445 -1.159
C -2.806 3.581 -2.754
C 4.118 -0.460 0.877
C -0.941 -1.592 -2.112
C 1.831 -2.726 -0.326
C 1.200 0.775 2.922
C -2.423 -3.462 -2.241
C -2.149 0.256 3.061
C -2.545 2.423 -2.060
C 2.245 -1.585 -2.432
C -2.835 -4.683 -3.055
C 2.016 -3.944 -0.949
C 2.329 -3.986 -2.306
C -1.703 -1.136 3.503
C -0.323 1.482 4.422
C 4.840 -0.035 3.134
C 3.548 0.344 3.477
C 1.121 2.541 -1.057
C 2.827 -0.058 1.205
C -1.010 1.285 3.061
C 2.447 -2.813 -3.043
C 5.122 -0.435 1.840
C -2.314 -2.055 -0.316
C -2.360 4.836 -0.755
C 3.134 1.532 -1.941
H 3.323 0.639 4.492
H -4.267 -6.092 -3.267
H -1.108 -2.875 -3.822
H -2.604 1.426 -2.471
H -1.313 -1.138 4.522
H -3.670 1.741 3.552
H -1.389 2.238 2.692
H 2.763 4.694 -3.082
H -0.925 -1.568 2.860
H 4.354 -0.810 -0.119
H 2.695 -2.856 -4.095
H 3.836 0.710 -2.002
H -4.652 -4.908 -2.075
H 2.301 -0.680 -3.021
H 1.929 -4.862 -0.385
H -0.331 2.508 4.778
H -2.934 5.722 -2.628
H -3.089 3.518 -3.796
H -2.523 0.203 2.026
H 4.297 2.766 -3.240
H -0.692 0.823 5.204
H -2.647 -1.779 0.679
H -2.995 0.907 4.956
H 0.260 2.490 -0.405
H 6.124 -0.743 1.570
H -3.632 -3.714 -0.457
H 1.609 -2.695 0.736
H -4.134 0.079 3.910
H 5.618 -0.023 3.884
H -0.200 -0.941 -2.546
H 0.746 4.562 -1.662
H -2.549 -1.823 3.495
H -2.291 5.768 -0.213
H -1.844 3.580 0.947
H 2.486 -4.941 -2.791
*
```

**HOMO energy (alpha / beta)**: -16.83 / -16.83 eV
**Kohn-Sham gap (alpha / beta)**: 6.81 / 5.09 eV
**ΔE to the lowest compared entry with this formula, charge and spin**: 0.00 kJ/mol